Record 1
120
Properties=species:S:1:pos:R:3:forces:R:3 method="wB97M-V/def2-TZVPD" total_charge=-1 max_force_ev_per_a=1.71 molar_mass_g_mol=1030.66 total_energy_ev=-114655.0139 gap_ev=5.8
Y 0.3918 0.2984 0.1168 0.43 0.07 0.66
C -3.4562 0.8498 -0.1853 0.04 -0.35 -0.17
C -2.9122 2.1447 -0.0450 0.26 0.04 0.22
C -1.7732 2.2166 -0.8769 0.17 -0.54 -0.19
C -1.5755 0.8645 -1.4281 -1.16 0.46 -0.64
C -2.7387 0.0872 -1.0814 0.07 0.58 -0.15
C -3.3429 -1.1004 -1.8101 -0.08 -0.18 0.02
C -2.7082 -1.2868 -3.1914 0.01 -0.01 0.26
C -3.2834 -2.4061 -1.0050 0.02 0.15 -0.12
C -4.8274 -0.7787 -2.0669 0.15 -0.09 0.01
C -1.1269 3.3992 -1.6182 0.08 0.30 -0.08
C -0.3818 4.4206 -0.7478 0.00 -0.05 -0.03
C -0.0936 2.8964 -2.6391 -0.22 0.02 0.31
C -2.2297 4.1115 -2.4223 0.18 -0.11 0.15
C -3.6748 3.1162 0.8590 -0.09 0.15 0.06
C -2.8141 4.2623 1.3927 -0.06 -0.08 -0.03
C -4.2288 2.3588 2.0847 0.04 0.04 -0.09
C -4.8908 3.6994 0.1153 0.17 -0.03 0.09
H -4.3439 0.5112 0.3127 -0.29 -0.06 0.15
H -1.1544 0.7460 -2.4172 0.26 -0.10 0.04
H -1.6331 -1.4112 -3.1490 0.20 0.04 -0.07
H -2.9146 -0.4111 -3.8010 0.04 0.13 -0.14
H -3.1355 -2.1562 -3.6890 -0.06 -0.14 -0.07
H -2.2564 -2.6910 -0.8045 0.11 -0.11 0.00
H -3.7708 -3.2153 -1.5520 -0.04 -0.10 -0.05
H -3.7883 -2.2800 -0.0482 -0.09 0.01 0.10
H -4.9144 0.1899 -2.5513 -0.05 0.12 -0.06
H -5.4006 -0.7499 -1.1450 -0.09 0.02 0.14
H -5.2672 -1.5321 -2.7178 -0.08 -0.19 -0.11
H 0.2143 3.9024 -0.0054 0.02 0.14 0.04
H -1.0501 5.1075 -0.2464 -0.06 0.08 0.13
H 0.2889 5.0197 -1.3614 0.04 0.12 -0.13
H 0.6135 2.2281 -2.1457 0.08 0.03 -0.30
H 0.4652 3.7332 -3.0556 0.06 0.10 0.04
H -0.5562 2.3739 -3.4731 0.05 -0.22 0.03
H -2.9119 4.6405 -1.7649 -0.10 0.08 0.08
H -2.7992 3.3819 -2.9952 -0.09 -0.06 -0.09
H -1.7907 4.8338 -3.1110 0.06 0.12 -0.08
H -1.8084 3.9003 1.5955 0.14 0.09 0.02
H -3.2333 4.6731 2.3135 -0.06 0.02 0.01
H -2.7691 5.0712 0.6693 0.15 0.09 -0.04
H -3.4542 1.7413 2.5291 0.05 -0.10 0.12
H -5.0694 1.7211 1.8190 -0.01 -0.11 -0.02
H -4.5864 3.0650 2.8363 -0.02 0.07 0.00
H -4.5843 4.3681 -0.6841 0.00 0.07 -0.08
H -5.5191 4.2592 0.8090 -0.10 0.11 0.07
H -5.4859 2.9040 -0.3269 -0.08 -0.13 -0.02
C 3.3103 2.2264 -1.2165 -0.20 -0.04 0.07
C 3.7010 1.1056 -0.3258 0.00 -0.24 0.06
C 4.9903 0.7591 0.0762 -0.18 -0.18 0.16
C 4.8305 -0.3090 0.9352 0.00 0.24 -0.21
C 5.8980 -1.0609 1.6519 -0.16 -0.06 0.06
N 3.5110 -0.5770 1.0195 0.53 -0.16 0.16
N 2.8189 0.2789 0.2338 -0.15 0.32 -0.25
B 2.8591 -1.6066 1.9471 -0.59 0.35 -0.30
N 2.0353 -2.6002 1.0889 0.23 -0.57 0.14
N 1.2556 -2.1979 0.0663 -0.41 0.45 -0.28
C 0.8803 -3.2882 -0.5988 0.11 -0.09 0.09
C 0.1041 -3.2508 -1.8592 -0.02 0.15 0.02
C 1.3957 -4.4261 0.0345 0.16 0.28 0.11
C 2.1325 -3.9415 1.1010 -0.18 -0.14 -0.18
C 2.8825 -4.7372 2.1099 0.08 0.18 0.02
N 1.9115 -0.9395 2.9552 0.30 -0.13 0.45
N 0.8379 -0.2380 2.5547 -0.22 0.26 -0.33
C 0.2246 0.2136 3.6456 0.10 -0.26 0.00
C -1.0377 1.0018 3.6117 0.06 -0.13 -0.22
C 0.9144 -0.2192 4.7805 0.18 -0.05 -0.22
C 1.9835 -0.9513 4.3005 -0.34 0.11 0.12
C 3.0068 -1.6911 5.0885 0.04 0.06 -0.20
H 4.1983 2.6731 -1.6562 0.01 0.07 -0.03
H 2.7701 2.9867 -0.6510 -0.02 0.12 0.03
H 2.6730 1.8613 -2.0190 0.01 0.02 -0.09
H 5.9075 1.2286 -0.2178 0.18 0.08 -0.04
H 6.8689 -0.6601 1.3682 0.01 0.00 0.00
H 5.8689 -2.1216 1.4021 0.05 -0.04 0.03
H 5.7794 -0.9613 2.7297 0.07 -0.05 0.09
H 3.6897 -2.2134 2.5264 0.25 -0.15 0.19
H -0.4079 -2.2970 -1.9415 -0.05 -0.17 -0.18
H -0.6030 -4.0774 -1.9115 -0.14 -0.02 0.03
H 0.7837 -3.3311 -2.7069 -0.04 0.10 -0.07
H 1.2862 -5.4468 -0.2753 0.01 -0.23 -0.05
H 2.7252 -5.7959 1.9136 0.03 -0.03 0.03
H 2.5401 -4.5085 3.1178 0.03 -0.03 0.10
H 3.9482 -4.5221 2.0604 0.09 -0.04 0.07
H -1.1932 1.4247 2.6200 -0.12 0.11 0.10
H -0.9953 1.7985 4.3533 -0.04 0.11 -0.02
H -1.8846 0.3552 3.8495 -0.07 0.04 -0.01
H 0.6786 0.0037 5.8016 -0.03 -0.01 0.23
H 2.7874 -1.5773 6.1473 0.02 -0.04 0.04
H 4.0044 -1.3038 4.8970 0.15 -0.02 0.01
H 2.9962 -2.7497 4.8295 0.09 -0.06 0.09
F 4.3862 -1.5839 -7.8507 -0.22 0.09 0.34
C 3.6799 -1.3024 -6.7308 -0.04 0.01 0.07
C 4.1876 -0.4356 -5.7682 0.19 -0.08 -0.32
F 5.3951 0.1377 -5.9636 -0.28 -0.17 0.02
C 3.4677 -0.1552 -4.6250 -0.42 -0.16 0.23
F 4.0165 0.6955 -3.7362 -0.09 -0.20 -0.24
C 2.1948 -0.7109 -4.3634 0.75 -0.23 -0.84
S 1.2409 -0.3295 -3.0135 -0.64 0.33 0.68
C 1.7216 -1.5893 -5.3664 0.02 0.23 0.47
F 0.5191 -2.1800 -5.2044 0.28 0.08 -0.15
C 2.4307 -1.8767 -6.5131 0.21 -0.05 -0.30
F 1.9158 -2.7184 -7.4361 0.16 0.18 0.20
Cl 1.5900 3.7009 4.6744 -0.05 0.01 0.40
C 1.0715 3.8808 3.0049 -0.08 -0.38 -0.32
Cl 1.8278 5.3116 2.2805 0.04 0.21 -0.16
C 1.4946 2.6233 2.1635 0.76 0.46 0.88
O 2.5510 2.0822 2.4150 0.11 0.22 0.17
O 0.6434 2.3365 1.2768 -0.80 -0.96 -1.17
H -0.0065 4.0480 2.9912 0.22 -0.10 -0.02
N -1.4284 -4.6778 1.3989 -0.27 0.13 0.27
C -2.2306 -4.0744 2.3024 0.34 -0.20 -0.45
N -2.9367 -4.8720 3.1512 0.01 -0.05 -0.07
N -2.3760 -2.7918 2.4254 -0.89 -0.51 1.04
C -1.7961 -1.8844 1.7276 0.58 0.94 -0.83
N -1.3742 -0.9799 1.1394 0.12 -0.50 0.28
H -1.2624 -5.6671 1.4565 0.05 0.04 0.03
H -0.7326 -4.1390 0.8943 0.01 -0.02 0.02
H -3.0952 -5.8306 2.8917 0.00 0.05 0.01
H -3.6815 -4.4127 3.6488 0.05 0.01 -0.02

---

Record 2
37
Properties=species:S:1:pos:R:3:forces:R:3 method="wB97M-V/def2-TZVPD" max_force_ev_per_a=14.78 molar_mass_g_mol=278.38 e_above_lowest_kcal_mol=262.8 total_energy_ev=-32605.5943 smiles="CCCCOc1ccc(Cc2n[nH]c(=S)n2N)cc1" gap_ev=8.4
C 6.8878 -1.3198 0.0486 1.52 0.00 -12.10
C 5.6277 -1.0870 -0.6766 -4.47 -0.79 -0.39
C 4.6297 -0.4505 0.3162 -4.05 -3.91 -0.55
C 3.1561 -0.3287 -0.3069 1.89 -3.15 -1.68
O 2.2777 0.0212 0.5831 -5.55 3.72 7.05
C 0.9033 0.3966 0.4899 1.14 1.19 0.43
C 0.0923 0.8271 1.6662 1.97 -0.53 -7.07
C -1.1644 1.2974 1.1853 0.09 -1.05 4.24
C -1.7863 1.1690 -0.0388 2.95 -0.29 2.33
C -3.1666 1.5619 -0.1053 -1.57 -3.89 -4.64
C -4.0564 0.2752 -0.0042 0.37 -2.14 5.24
N -3.7547 -0.8663 0.7758 2.63 2.72 -2.68
N -4.7666 -1.7636 0.7478 -2.66 12.71 -7.06
C -5.9223 -1.0064 0.2870 7.71 2.18 1.00
S -7.3374 -1.3388 -0.0301 -8.03 -2.78 -1.22
N -5.4163 0.3257 -0.0448 -0.86 -1.84 -1.37
N -6.1595 1.2701 -0.8871 1.69 3.05 4.71
C -0.9227 0.6285 -1.0024 -9.72 1.69 -3.99
C 0.3133 0.5462 -0.7963 8.96 -4.59 -0.99
H 7.2031 -0.4611 0.3769 2.32 5.07 1.41
H 6.7981 -1.8414 0.8087 -0.68 -6.00 6.61
H 7.5674 -1.6958 -0.9437 -0.84 0.54 3.56
H 5.6084 -0.3224 -1.4720 0.93 -0.76 -0.27
H 5.0760 -2.1400 -1.1170 1.70 2.96 1.13
H 4.8438 0.5087 0.7146 0.64 0.65 0.63
H 4.3245 -1.2764 1.0376 1.22 1.41 0.26
H 2.6186 -1.2702 -0.5774 2.01 -0.33 -1.60
H 3.2166 0.3955 -1.0263 0.05 1.59 -2.85
H 0.6841 1.2173 2.4353 0.03 -0.06 1.87
H -1.7187 1.4502 2.1390 -0.57 0.97 -1.18
H -3.4907 2.4518 0.2905 -0.74 1.58 2.18
H -3.2998 1.8298 -1.1752 -0.25 -0.15 0.06
H -4.8341 -2.4903 1.2280 -0.26 -7.76 5.39
H -7.0748 0.9249 -1.0119 -1.32 -1.39 -0.25
H -6.4130 2.0993 -0.0685 0.91 -2.60 -3.08
H -1.3804 0.3789 -2.0858 1.09 0.78 2.46
H 0.8361 0.0833 -1.7602 -0.25 1.20 2.42

---

Record 3
19
Properties=species:S:1:pos:R:3:forces:R:3 method="wB97M-V/def2-TZVPD" max_force_ev_per_a=3.70 molar_mass_g_mol=143.14 e_above_lowest_kcal_mol=81.3 total_energy_ev=-13997.0809 smiles="O=C(O)C[C@@H]1[C@H]([O-])[C@@H]2[NH2+][C@H]12" gap_ev=8.3
O 2.6889 -0.0653 0.0335 -2.17 0.26 -0.16
C 1.5174 0.1738 0.3396 3.34 -1.06 1.18
O 1.2000 1.4866 0.6672 -1.36 0.56 -0.89
C 0.6861 -0.7713 1.2089 -0.41 -0.11 -0.43
C -0.7140 -0.9959 0.6600 0.32 -0.28 0.23
C -0.7575 -0.9335 -0.9202 1.25 -0.06 -0.33
O 0.3530 -0.3290 -1.4034 -1.15 0.38 0.57
C -2.0435 -0.0493 -0.7699 -0.68 -0.12 -0.28
N -1.5246 1.1856 -0.1861 0.45 0.64 -0.39
C -1.8238 0.0416 0.7032 -0.40 -0.42 0.35
H 1.5661 2.0576 -0.0202 0.55 -0.08 0.13
H 1.2169 -1.7301 1.2208 -0.11 0.26 -0.01
H 0.6625 -0.3709 2.2321 0.08 -0.01 -0.26
H -1.1282 -1.9419 1.0295 -0.07 0.24 -0.05
H -1.0044 -1.9041 -1.3881 -0.04 0.20 0.08
H -2.9566 0.0011 -1.3600 0.22 0.07 0.17
H -2.1577 1.9773 -0.1211 0.18 -0.22 0.01
H -0.5376 1.3941 -0.4466 -0.21 -0.32 0.25
H -2.5431 0.2335 1.4971 0.19 0.07 -0.18